Here is a structure of composition C4H12BCsO2S at a distorted geometry from the OMol25 dataset. Energies are from ωB97M-V/def2-TZVPD.

## Properties
Net charge = 0
Electronic energy = -753.0506 Eh
Largest force on an atom = 4.8 eV/Å
HOMO-LUMO gap = 0.1863 hartree
Highest occupied orbital energy = -6.579 eV
Energy above the lowest of the compared OMol25 structures with the same formula, charge and spin = 86.50 kcal per mole

XYZ file:
```
21
Properties=species:S:1:pos:R:3:mulliken_charge:R:1
Cs -17.1627 2.8998 10.9233 0.95
B -20.3861 4.9828 14.5522 -0.18
H -21.2373 4.3526 14.3460 -0.15
H -20.8157 5.8637 15.0036 -0.19
H -19.8119 4.4565 15.2990 -0.15
H -19.7288 5.1818 13.7200 -0.27
C -10.6343 -1.8667 15.9725 -0.62
C -11.4006 -2.7325 14.9837 -0.68
C -11.6074 -1.9146 13.7256 -0.65
S -11.8785 -0.1665 14.2798 0.99
O -13.3140 0.1301 14.2780 -0.62
O -10.9278 0.6513 13.4921 -0.63
C -11.3085 -0.5521 16.0732 -0.68
H -9.5649 -1.9239 15.7692 0.31
H -10.5769 -2.3934 16.9250 0.34
H -12.3618 -2.9408 15.4536 0.31
H -11.1292 -3.7628 14.7534 0.39
H -12.3563 -2.2905 13.0285 0.41
H -10.6124 -1.9315 13.2811 0.34
H -12.2432 -0.6586 16.6238 0.36
H -10.8781 0.2394 16.6866 0.43
```


Here is a structure of composition C22H34BaN2O6P2 at a distorted geometry from the OMol25 dataset. Energies are from ωB97M-V/def2-TZVPD.

## Properties
Net charge = 0
Electronic energy = -2127.6157 Eh
Largest force on an atom = 3.1 eV/Å
HOMO-LUMO gap = 0.1959 hartree
Highest occupied orbital energy = -6.284 eV
Energy above the lowest of the compared OMol25 structures with the same formula, charge and spin = 0.00 kcal per mole

XYZ file:
```
67
Properties=species:S:1:pos:R:3:mulliken_charge:R:1
P 0.2632 -1.8736 -0.4137 0.51
P 0.1685 1.2380 -0.4688 0.40
C 0.0061 -1.0610 -2.0786 0.10
C 0.4911 0.3904 -2.0978 -0.27
H -1.0721 -1.0935 -2.3079 0.43
H 0.5372 -1.6401 -2.8491 -0.46
H 1.5728 0.4812 -2.2920 0.43
H -0.0200 0.9462 -2.8997 -0.59
C -1.4917 1.9160 -0.8812 -1.20
H -1.8443 2.6041 -0.0953 0.46
H -2.2397 1.1197 -1.0281 0.37
H -1.4029 2.4829 -1.8187 0.33
C 1.1663 2.7432 -0.6017 -1.35
H 0.9861 3.2414 -1.5624 0.37
H 2.2239 2.4656 -0.5119 0.36
H 0.9020 3.4191 0.2226 0.38
C -0.7768 -3.3691 -0.6143 -1.19
H -0.5608 -4.0307 0.2324 0.38
H -0.5610 -3.8888 -1.5553 0.37
H -1.8368 -3.0855 -0.5857 0.33
C 1.9242 -2.5645 -0.7202 -1.37
H 2.6617 -1.7549 -0.7157 0.35
H 1.9514 -3.0816 -1.6867 0.36
H 2.1621 -3.2742 0.0792 0.40
Ba -1.2346 -0.1565 1.9846 1.65
C 0.6475 1.2383 -5.5950 -0.12
C -0.6698 1.2813 -5.3558 -0.44
C -1.7204 0.5326 -6.1234 -0.66
C -1.3030 -0.8413 -6.7050 -0.92
C -0.6247 -1.7543 -5.7244 -0.21
C 0.6835 -1.8185 -5.4496 -0.54
C 1.7613 -1.0137 -6.1178 -0.64
C 1.3611 0.3985 -6.6145 -0.96
C 0.0507 -2.3910 3.0806 -1.56
H 1.3167 1.9103 -5.0421 0.36
H -1.0631 2.0028 -4.6278 0.48
H -2.0882 1.1558 -6.9575 0.31
H -2.5863 0.3695 -5.4633 0.32
H -2.2408 -1.3432 -6.9933 0.40
H -0.7324 -0.7006 -7.6314 0.36
H -1.3107 -2.4625 -5.2423 0.35
H 1.0525 -2.5957 -4.7675 0.62
H 2.1647 -1.5750 -6.9789 0.31
H 2.6011 -0.8985 -5.4145 0.32
H 2.3078 0.9194 -6.8328 0.40
H 0.8249 0.3236 -7.5689 0.37
H 0.7997 -1.9616 3.7712 0.27
H 0.5100 -3.2113 2.5125 0.25
H -0.8162 -2.7698 3.6624 0.45
O -1.9524 1.2019 4.1667 -0.93
C -0.7316 1.1876 4.5374 0.73
O 0.2504 0.9592 3.7448 -0.91
C -0.4141 1.3537 6.0061 0.04
C -1.2898 2.0504 6.8474 -0.42
C -1.1184 2.0241 8.2540 -0.15
C -0.0694 1.2881 8.8281 -0.16
C 0.8578 0.6641 7.9807 -0.10
C 0.7192 0.7482 6.5720 -0.34
N 1.8751 -0.1753 8.5655 0.95
O 1.9625 -0.2227 9.8139 -0.58
O 2.6191 -0.8382 7.8138 -0.58
N -2.0695 2.6947 9.1112 0.96
O -3.0158 3.3124 8.5764 -0.59
O -1.9184 2.6224 10.3508 -0.58
H -2.1127 2.6307 6.4321 0.52
H 0.0151 1.1999 9.9084 0.57
H 1.4913 0.3301 5.9358 0.51
```